DFT (wB97M-V/def2-TZVPD) results for a gas-phase ion, C5H12N (charge +1).

Each line ends with the natural charge from an NBO analysis.
CARTESIAN COORDINATES (ANGSTROEM)
C (-1.116, -2.662, 0.793)  -0.3371
C (-0.829, -1.425, 0.416)  -0.2230
C (0.549, -0.814, 0.418)  -0.4315
C (0.547, 0.705, 0.761)  -0.4024
C (-0.235, 1.551, -0.283)  -0.2403
N (0.554, 1.597, -1.581)  -0.6796
H (-0.361, -3.259, 1.299)  0.1977
H (-2.092, -3.077, 1.016)  0.2215
H (-1.653, -0.777, 0.134)  0.1827
H (0.901, -0.893, -0.621)  0.1801
H (1.263, -1.253, 1.109)  0.2480
H (0.197, 0.915, 1.764)  0.2546
H (1.593, 1.004, 0.678)  0.2004
H (-1.173, 1.033, -0.435)  0.2345
H (-0.480, 2.541, 0.089)  0.2444
H (0.767, 2.567, -1.818)  0.4521
H (0.136, 1.125, -2.379)  0.4527
H (1.434, 1.123, -1.358)  0.4452

Summary:
ΔE to the lowest compared entry with this formula, charge and spin: 36.42 kcal/mol
Charge: +1
Structure (SMILES): C=CCCC[NH3+]
2S+1: 1

---

DFT (wB97M-V/def2-TZVPD) results for 2 unconnected molecules or ions with the total composition C5H12N.

Each line ends with the natural charge from an NBO analysis.
CARTESIAN COORDINATES (ANGSTROEM)
C (-1.269, 0.606, -1.249)  -0.1698
C (-1.816, -0.297, -0.522)  -0.0619
C (-3.233, -0.940, -0.653)  -0.6346
C (-1.087, -0.964, 0.636)  -0.6281
C (2.202, 1.288, 0.294)  -0.0693
N (3.608, 0.796, 0.372)  -0.7204
H (-0.450, 1.006, -1.809)  0.1992
H (-2.957, -1.990, -0.631)  0.2174
H (-3.968, -0.572, 0.132)  0.2397
H (-3.446, -0.595, -1.669)  0.2351
H (-1.597, -1.904, 0.772)  0.2273
H (-1.426, -0.312, 1.415)  0.2285
H (-0.080, -0.946, 0.488)  0.1788
H (2.095, 2.078, 0.998)  0.1897
H (1.357, 0.509, 0.392)  0.2224
H (4.181, 1.665, 0.290)  0.4529
H (3.965, 0.292, -0.404)  0.4453
H (3.923, 0.280, 1.147)  0.4478

Summary:
ΔE to the lowest compared entry with this formula, charge and spin: 170.46 kcal/mol
Charge: +1
2S+1: 1

---

DFT (wB97M-V/def2-TZVPD) results for a gas-phase ion, C5H12N2 (charge -1).

Each line ends with the natural charge from an NBO analysis.
CARTESIAN COORDINATES (ANGSTROEM)
C (0.920, 0.060, 1.502)  -0.2460
C (1.239, 0.895, 0.295)  -0.4188
C (0.329, 0.721, -0.980)  -0.4706
N (-2.655, 0.329, -1.084)  -1.0715
C (-1.745, -0.733, -0.953)  -0.3592
C (-0.419, -0.575, -1.025)  -0.3766
N (2.028, -0.856, 1.878)  -0.8199
H (0.611, 0.671, 2.351)  0.1524
H (0.058, -0.573, 1.358)  0.2095
H (1.111, 1.957, 0.539)  0.1974
H (2.286, 0.845, -0.029)  0.1879
H (0.908, 0.840, -1.903)  0.1950
H (-0.322, 1.592, -1.022)  0.2044
H (-3.632, 0.028, -1.094)  0.2758
H (-2.485, 0.880, -1.917)  0.3148
H (-2.191, -1.710, -0.891)  0.1709
H (0.187, -1.467, -1.090)  0.1853
H (1.923, -0.989, 2.881)  0.3378
H (2.878, -0.305, 1.770)  0.3313

Summary:
ΔE to the lowest compared entry with this formula, charge and spin: 23.04 kcal/mol
Charge: -1
⟨S²⟩: 0.750
2S+1: 2

---

DFT (wB97M-V/def2-TZVPD) results for a gas-phase ion, C5H12N2 (charge -1).

Each line ends with the natural charge from an NBO analysis.
CARTESIAN COORDINATES (ANGSTROEM)
C (-0.059, 1.270, 1.242)  -0.9154
C (0.037, -0.272, 1.105)  -0.2199
C (-0.727, -0.734, -0.182)  -0.4458
C (0.050, -0.024, -1.313)  0.1570
C (-0.552, 0.842, -2.193)  -0.6120
N (1.393, -0.334, -1.543)  -0.9344
N (-0.223, -0.971, 2.365)  -0.8804
H (-1.100, 1.553, 1.424)  0.1866
H (0.476, 1.627, 2.125)  0.1914
H (0.364, 1.811, 0.423)  0.2132
H (0.989, -0.759, 0.802)  0.1637
H (-0.649, -1.742, -0.325)  0.2076
H (-1.826, -0.442, -0.052)  0.1944
H (0.032, 1.230, -3.045)  0.1769
H (-1.634, 1.111, -2.225)  0.1915
H (1.844, 0.519, -1.990)  0.3136
H (1.880, -0.693, -0.684)  0.3312
H (-1.207, -1.039, 2.619)  0.3347
H (0.153, -0.539, 3.211)  0.3461

Summary:
ΔE to the lowest compared entry with this formula, charge and spin: 28.47 kcal/mol
Charge: -1
⟨S²⟩: 0.751
2S+1: 2

---

DFT (wB97M-V/def2-TZVPD) results for C5H12N2 in the gas phase.

Each line ends with the natural charge from an NBO analysis.
CARTESIAN COORDINATES (ANGSTROEM)
C (0.741, -2.948, -1.080)  -0.3897
C (0.098, -2.015, -0.385)  -0.1869
C (-0.708, -0.967, -1.127)  -0.4481
C (-0.570, 0.473, -0.669)  -0.2004
N (-0.425, 0.560, 0.782)  -0.6404
C (-0.327, 1.860, 1.438)  -0.0413
N (1.053, 2.312, 1.644)  -0.8593
H (1.335, -3.718, -0.617)  0.1986
H (0.671, -2.911, -2.161)  0.1866
H (0.029, -2.114, 0.690)  0.2084
H (-0.498, -0.907, -2.197)  0.2115
H (-1.749, -1.284, -0.994)  0.2161
H (0.298, 0.959, -1.163)  0.1513
H (-1.452, 1.090, -0.861)  0.1955
H (0.393, 0.034, 1.074)  0.3500
H (-0.795, 2.603, 0.775)  0.1545
H (-0.899, 1.718, 2.349)  0.1804
H (1.129, 3.319, 1.562)  0.3581
H (1.677, 1.937, 0.939)  0.3552

Summary:
ΔE to the lowest compared entry with this formula, charge and spin: 40.42 kcal/mol
Charge: 0
Structure (SMILES): C=CCCNCN
2S+1: 1

---

DFT (wB97M-V/def2-TZVPD) results for C5H12N2 in the gas phase.

Each line ends with the natural charge from an NBO analysis.
CARTESIAN COORDINATES (ANGSTROEM)
C (-1.426, 0.771, 1.353)  -0.6270
C (-0.843, -0.538, 0.671)  -0.0593
C (0.693, -0.577, 1.011)  -0.2398
N (1.595, 0.243, 0.221)  -0.6192
C (1.397, 0.072, -1.168)  -0.2427
C (-0.088, 0.158, -1.583)  -0.2524
N (-1.017, -0.663, -0.767)  -0.6480
H (-0.769, 1.540, 0.885)  0.1872
H (-1.198, 0.876, 2.387)  0.2113
H (-2.500, 0.987, 1.159)  0.2210
H (-1.265, -1.440, 1.101)  0.1944
H (0.873, -0.346, 2.105)  0.1968
H (1.073, -1.616, 0.836)  0.1847
H (1.370, 1.186, 0.450)  0.3429
H (1.929, 0.886, -1.790)  0.1981
H (1.926, -0.825, -1.588)  0.1909
H (-0.142, -0.214, -2.623)  0.2013
H (-0.527, 1.147, -1.616)  0.1913
H (-1.082, -1.646, -1.042)  0.3686

Summary:
ΔE to the lowest compared entry with this formula, charge and spin: 28.72 kcal/mol
Charge: 0
Structure (SMILES): C[C@@H]1CNCCN1
2S+1: 1

---

| no. | maximum force (eV Å⁻¹) |
| --- | --- |
| 1 | 1.8 |
| 2 | 3.6 |
| 3 | 1.8 |
| 4 | 4.1 |
| 5 | 1.8 |
| 6 | 3.2 |